Below is an isolated molecule of C19H20N2O8, with properties calculated with ωB97M-V/def2-TZVPD.

Computed properties:
LUMO energy: -0.202 eV
energy relative to the best compared isomer or geometry (same formula, charge and spin): 0.3783 eV
DFT total energy: -1447.36321 hartree
highest occupied orbital energy: -8.04 eV
charge: 0
orbital gap: 7.835 eV
SMILES string: COc1cc(CC(=O)OCC(=O)Nc2cccc([N+](=O)[O-])c2)cc(OC)c1OC

Last column: natural (NBO) charge in e.
CARTESIAN COORDINATES (ANGSTROEM)
C (-0.012, -2.703, -2.366)  -0.260
O (0.782, -1.567, -2.106)  -0.503
C (0.182, -0.424, -1.681)  0.269
C (-1.198, -0.242, -1.665)  -0.327
C (-1.758, 0.928, -1.179)  0.008
C (-3.265, 1.046, -1.067)  -0.514
C (-3.508, 0.290, 0.211)  0.833
O (-3.476, 0.770, 1.320)  -0.635
O (-3.619, -1.021, -0.028)  -0.501
C (-3.392, -1.919, 1.059)  -0.167
C (-1.865, -2.034, 1.231)  0.664
O (-1.238, -2.962, 0.778)  -0.598
N (-1.345, -0.954, 1.867)  -0.612
C (-0.012, -0.542, 1.930)  0.151
C (0.248, 0.677, 2.559)  -0.210
C (1.534, 1.178, 2.628)  -0.202
C (2.584, 0.478, 2.063)  -0.201
C (2.317, -0.732, 1.438)  0.117
N (3.401, -1.449, 0.816)  0.518
O (4.527, -1.034, 0.995)  -0.380
O (3.130, -2.426, 0.153)  -0.379
C (1.036, -1.261, 1.369)  -0.251
C (-0.942, 1.931, -0.678)  -0.325
C (0.438, 1.783, -0.709)  0.281
O (1.325, 2.708, -0.252)  -0.485
C (0.824, 3.899, 0.302)  -0.250
C (1.016, 0.607, -1.221)  0.260
O (2.379, 0.544, -1.151)  -0.522
C (3.097, -0.119, -2.176)  -0.250
H (-0.663, -2.551, -3.234)  0.170
H (-0.609, -2.980, -1.493)  0.207
H (0.697, -3.499, -2.582)  0.204
H (-1.848, -1.028, -2.013)  0.230
H (-3.764, 0.560, -1.903)  0.240
H (-3.578, 2.082, -0.968)  0.239
H (-3.880, -1.555, 1.968)  0.209
H (-3.805, -2.879, 0.750)  0.224
H (-2.007, -0.257, 2.197)  0.434
H (-0.575, 1.235, 2.982)  0.216
H (1.718, 2.122, 3.116)  0.221
H (3.594, 0.854, 2.081)  0.247
H (0.870, -2.206, 0.878)  0.284
H (-1.392, 2.824, -0.277)  0.223
H (0.257, 4.480, -0.433)  0.177
H (1.699, 4.468, 0.610)  0.202
H (0.193, 3.703, 1.175)  0.173
H (3.052, -1.204, -2.068)  0.203
H (4.127, 0.219, -2.064)  0.193
H (2.725, 0.161, -3.164)  0.175

=====

Below is C19H20N3O2PRhS3 as an isolated structure, with properties calculated with ωB97M-V/def2-TZVPD.

Computed properties:
LUMO energy (alpha / beta): -0.300 / -0.457 eV
energy relative to the best compared isomer or geometry (same formula, charge and spin): 0.0000 eV
DFT total energy: -2697.29788 hartree
highest occupied orbital energy (alpha / beta): -7.01 / -7.65 eV
charge: 0
orbital gap (alpha / beta): 6.715 / 7.188 eV
spin multiplicity: 2
expectation value of S²: 0.754

Last column: Mulliken spin population.
CARTESIAN COORDINATES (ANGSTROEM)
Rh (-0.157, 0.512, -1.169)  0.983
C (1.136, 1.063, 4.417)  -0.001
C (1.751, 1.773, 3.234)  0.009
O (2.276, 0.802, 2.302)  -0.002
P (1.607, 0.476, 0.887)  0.010
S (2.182, 0.670, -1.054)  0.000
S (-0.385, 0.398, 1.266)  0.161
O (2.246, -1.025, 0.807)  0.003
C (2.311, -1.883, 1.961)  0.001
C (1.902, -3.277, 1.538)  -0.001
H (0.833, 1.797, 5.165)  0.000
H (1.857, 0.381, 4.869)  -0.001
H (0.257, 0.497, 4.110)  0.001
H (2.595, 2.387, 3.544)  0.000
H (1.018, 2.411, 2.739)  -0.001
H (1.659, -1.507, 2.751)  0.000
H (3.340, -1.866, 2.325)  0.000
H (0.852, -3.293, 1.246)  0.000
H (2.042, -3.974, 2.365)  0.000
H (2.511, -3.612, 0.697)  0.000
S (-4.309, 2.071, -1.740)  0.007
C (-4.413, 0.411, -2.139)  -0.010
C (-3.200, -0.214, -2.098)  0.003
C (-2.125, 0.647, -1.708)  -0.036
C (-2.606, 1.922, -1.504)  -0.103
C (-1.683, 3.005, -1.221)  0.053
C (-2.024, 4.355, -1.194)  0.007
C (-1.036, 5.305, -1.039)  0.002
C (0.282, 4.888, -0.905)  0.005
C (0.554, 3.534, -0.918)  0.009
N (-0.393, 2.605, -1.067)  -0.038
H (-5.371, -0.012, -2.397)  -0.001
H (-3.090, -1.259, -2.356)  0.006
H (-3.061, 4.638, -1.315)  0.001
H (-1.283, 6.358, -1.032)  0.000
H (1.093, 5.595, -0.802)  0.000
H (1.562, 3.160, -0.803)  -0.003
N (2.413, -4.858, -3.594)  0.000
C (1.617, -4.313, -2.971)  -0.001
C (0.623, -3.635, -2.184)  0.018
C (-0.388, -4.344, -1.541)  0.001
C (-1.307, -3.628, -0.797)  -0.001
C (-1.180, -2.253, -0.708)  0.004
N (-0.211, -1.572, -1.335)  -0.070
C (0.669, -2.253, -2.066)  -0.018
H (-0.436, -5.420, -1.622)  0.000
H (-2.117, -4.122, -0.281)  0.000
H (-1.858, -1.662, -0.111)  -0.004
H (1.444, -1.680, -2.557)  0.008

=====

Below is an isolated molecule of C19H20N4O, with properties calculated with ωB97M-V/def2-TZVPD.

Computed properties:
LUMO energy: 0.725 eV
energy relative to the best compared isomer or geometry (same formula, charge and spin): 0.9531 eV
DFT total energy: -1030.31218 hartree
highest occupied orbital energy: -8.80 eV
charge: 0
orbital gap: 9.528 eV
SMILES string: O=C(Cn1cncn1)NCCC(c1ccccc1)c1ccccc1

Last column: natural (NBO) charge in e.
CARTESIAN COORDINATES (ANGSTROEM)
O (1.712, 2.312, -0.832)  -0.623
C (1.663, 2.393, 0.375)  0.666
C (2.870, 2.895, 1.200)  -0.305
N (3.162, 2.042, 2.314)  -0.173
C (4.252, 1.298, 2.565)  0.187
N (4.105, 0.643, 3.692)  -0.473
C (2.885, 1.013, 4.114)  0.151
N (2.281, 1.858, 3.309)  -0.328
N (0.588, 2.125, 1.129)  -0.622
C (-0.611, 1.551, 0.559)  -0.228
C (-0.499, 0.031, 0.425)  -0.395
C (-1.724, -0.576, -0.271)  -0.261
C (-1.955, -0.093, -1.686)  -0.027
C (-0.948, 0.406, -2.503)  -0.233
C (-1.225, 0.787, -3.806)  -0.200
C (-2.506, 0.668, -4.315)  -0.219
C (-3.515, 0.167, -3.511)  -0.223
C (-3.239, -0.209, -2.210)  -0.152
C (-1.597, -2.085, -0.274)  -0.019
C (-0.727, -2.719, -1.151)  -0.162
C (-0.597, -4.096, -1.140)  -0.218
C (-1.337, -4.858, -0.251)  -0.220
C (-2.207, -4.235, 0.626)  -0.205
C (-2.335, -2.857, 0.613)  -0.213
H (2.633, 3.901, 1.563)  0.231
H (3.743, 2.943, 0.547)  0.240
H (5.110, 1.259, 1.927)  0.210
H (2.440, 0.657, 5.019)  0.203
H (0.715, 2.090, 2.137)  0.430
H (-0.753, 1.998, -0.427)  0.229
H (-1.457, 1.818, 1.197)  0.199
H (-0.405, -0.417, 1.418)  0.213
H (0.406, -0.213, -0.132)  0.213
H (-2.609, -0.311, 0.321)  0.211
H (0.061, 0.520, -2.138)  0.228
H (-0.431, 1.179, -4.423)  0.214
H (-2.718, 0.966, -5.332)  0.212
H (-4.519, 0.069, -3.897)  0.211
H (-4.030, -0.603, -1.587)  0.200
H (-0.155, -2.131, -1.853)  0.208
H (0.082, -4.577, -1.829)  0.212
H (-1.237, -5.934, -0.244)  0.212
H (-2.788, -4.822, 1.321)  0.211
H (-3.017, -2.377, 1.301)  0.206

=====

Below is an isolated molecule of C19H20N4O2S2, with properties calculated with ωB97M-V/def2-TZVPD.

Computed properties:
LUMO energy: -0.036 eV
energy relative to the best compared isomer or geometry (same formula, charge and spin): 3.4150 eV
DFT total energy: -1901.83073 hartree
highest occupied orbital energy: -8.14 eV
charge: 0
orbital gap: 8.109 eV
SMILES string: CN(NC(=O)CC(=O)NN(C)C(=S)c1ccccc1)C(=S)c1ccccc1

Last column: natural (NBO) charge in e.
CARTESIAN COORDINATES (ANGSTROEM)
C (-2.555, -2.214, -0.440)  -0.412
N (-2.512, -1.211, 0.615)  -0.238
N (-1.454, -1.313, 1.582)  -0.454
C (-0.125, -1.133, 1.233)  0.684
O (0.315, -1.389, 0.110)  -0.632
C (0.842, -0.699, 2.287)  -0.585
C (1.507, 0.590, 1.945)  0.665
O (1.858, 1.350, 2.866)  -0.608
N (1.827, 0.934, 0.649)  -0.466
N (2.711, 1.991, 0.210)  -0.238
C (2.249, 3.372, 0.407)  -0.416
C (3.949, 1.703, -0.377)  0.100
S (4.846, 2.952, -0.954)  -0.109
C (4.443, 0.327, -0.539)  -0.124
C (4.648, -0.459, 0.627)  -0.186
C (5.173, -1.785, 0.453)  -0.206
C (5.514, -2.277, -0.804)  -0.208
C (5.323, -1.490, -1.934)  -0.204
C (4.735, -0.211, -1.795)  -0.165
C (-3.444, -0.172, 0.785)  0.140
S (-3.179, 0.930, 2.023)  -0.158
C (-4.520, 0.119, -0.161)  -0.142
C (-4.409, 1.304, -0.897)  -0.174
C (-5.483, 1.664, -1.749)  -0.191
C (-6.658, 0.897, -1.797)  -0.212
C (-6.731, -0.279, -1.116)  -0.199
C (-5.643, -0.690, -0.296)  -0.194
H (-3.546, -2.700, -0.484)  0.208
H (-1.750, -2.935, -0.294)  0.243
H (-2.371, -1.728, -1.370)  0.217
H (-1.685, -0.903, 2.485)  0.423
H (0.395, -0.631, 3.275)  0.254
H (1.618, -1.478, 2.280)  0.274
H (1.567, 0.262, -0.096)  0.430
H (3.078, 3.992, 0.705)  0.235
H (1.503, 3.458, 1.204)  0.230
H (1.833, 3.777, -0.493)  0.203
H (4.464, -0.050, 1.589)  0.224
H (5.391, -2.443, 1.276)  0.214
H (5.909, -3.281, -0.892)  0.216
H (5.534, -1.855, -2.924)  0.218
H (4.536, 0.419, -2.656)  0.227
H (-3.539, 1.963, -0.773)  0.236
H (-5.400, 2.572, -2.353)  0.219
H (-7.399, 1.240, -2.494)  0.219
H (-7.608, -0.932, -1.265)  0.222
H (-5.756, -1.560, 0.347)  0.219

=====

Below is C19H20N4O2Tc as an isolated structure, with properties calculated with ωB97M-V/def2-TZVPD.

Computed properties:
LUMO energy (alpha / beta): -15.937 / -17.468 eV
DFT total energy: -1184.49684 hartree
highest occupied orbital energy (alpha / beta): -21.87 / -21.87 eV
charge: +4
orbital gap (alpha / beta): 5.937 / 4.405 eV
spin multiplicity: 4
expectation value of S²: 3.791

Last column: Mulliken spin population.
CARTESIAN COORDINATES (ANGSTROEM)
N (-0.905, 3.353, 0.165)  0.005
C (-0.179, 4.250, 0.029)  0.003
C (0.684, 5.413, -0.110)  0.000
H (0.073, 6.327, -0.150)  0.000
H (1.280, 5.340, -1.034)  0.000
H (1.323, 5.490, 0.781)  0.001
N (3.207, -2.084, -0.719)  -0.097
C (4.152, -2.705, -0.973)  0.120
C (5.374, -3.507, -1.034)  -0.006
H (6.045, -3.069, -1.788)  0.006
H (5.118, -4.524, -1.371)  0.001
H (5.868, -3.533, -0.047)  0.007
N (-3.429, -0.533, 0.169)  0.004
C (-3.957, -1.562, 0.029)  0.002
C (-4.679, -2.811, -0.113)  0.000
H (-4.233, -3.561, 0.560)  0.000
H (-4.654, -3.151, -1.163)  0.000
H (-5.727, -2.667, 0.198)  0.000
Tc (1.461, -0.947, -0.789)  1.891
C (0.263, -2.043, 0.195)  -0.201
O (-0.506, -2.711, 0.784)  0.147
C (1.977, 0.598, 0.207)  -0.121
O (2.291, 1.560, 0.797)  0.074
C (1.158, 0.937, -2.704)  -0.012
C (-0.160, 0.937, -2.265)  0.023
C (-0.921, -0.241, -2.263)  0.013
C (-0.383, -1.444, -2.700)  -0.004
C (1.015, -1.512, -2.934)  0.014
C (1.793, -0.310, -2.932)  0.023
H (1.715, 1.877, -2.816)  0.000
H (-0.658, 1.876, -2.021)  -0.001
H (-1.981, -0.170, -2.015)  0.000
H (-1.010, -2.337, -2.804)  -0.001
H (1.477, -2.442, -3.284)  0.010
H (2.829, -0.351, -3.288)  0.007
C (-2.140, 1.394, 4.259)  -0.025
C (-1.060, 2.125, 3.751)  0.241
C (-0.259, 1.537, 2.756)  0.275
N (-0.463, 0.305, 2.295)  -0.018
C (-1.504, -0.383, 2.757)  0.276
C (-2.368, 0.109, 3.753)  0.240
H (-2.806, 1.826, 5.013)  0.005
H (-0.826, 3.140, 4.072)  0.005
H (0.574, 2.093, 2.336)  0.041
H (-1.674, -1.371, 2.339)  0.045
H (-3.198, -0.519, 4.075)  0.005

=====

Taking the records one at a time from the top gives F_max values of 1.50, 3.45, 0.80, 4.66, 9.42 eV Å⁻¹.